No. 1
DFT (ωB97M-V/def2-TZVPD) results for a cluster of 5 separate species, C40H65F9N2O19S in total at a distorted geometry.

```
136
Properties=species:S:1:pos:R:3:mulliken_charge:R:1
C -0.410 -5.475 2.670 -0.956
C 0.942 -5.603 1.926 -0.521
C 0.840 -5.033 0.542 0.557
O 0.540 -5.706 -0.410 -0.569
O 1.054 -3.698 0.444 -0.284
C 2.059 -3.318 -0.531 -1.095
C 1.427 -2.819 -1.830 -0.788
C 0.879 -1.380 -1.811 1.807
C 0.553 -0.872 -0.394 -2.734
N -0.117 0.437 -0.435 0.028
C 0.275 1.401 0.596 -0.541
C -0.821 1.628 1.668 -0.565
C -1.709 2.827 1.362 -0.402
C -2.615 3.347 2.517 -0.553
C -2.551 2.585 3.833 -0.714
O -3.062 1.272 3.761 -0.370
C -4.476 1.207 3.742 -0.750
O -0.258 -1.174 -2.635 -0.734
C -1.222 -2.186 -2.748 -0.390
O -1.673 -2.713 -1.529 -0.527
C -2.372 -1.629 -3.585 -0.784
C -3.135 -2.715 -4.349 -1.087
C -4.237 -3.396 -3.502 -0.271
C -5.595 -2.755 -3.832 -1.450
C -6.763 -3.319 -2.994 1.305
F -6.323 -4.206 -2.066 -0.317
F -7.639 -3.966 -3.813 -0.312
C -7.495 -2.176 -2.243 0.406
F -7.671 -1.119 -3.054 -0.276
F -6.679 -1.789 -1.238 -0.297
S -9.206 -2.606 -1.519 1.381
F -9.768 -2.703 -2.993 -0.281
F -9.575 -1.056 -1.460 -0.312
F -8.681 -2.508 -0.017 -0.302
F -8.855 -4.149 -1.514 -0.288
F -10.648 -2.952 -0.976 -0.283
N 1.862 -0.423 -2.427 0.513
C 3.205 -0.473 -1.908 0.724
C 3.713 0.605 -0.974 -1.469
O 3.981 -1.325 -2.282 -0.462
C 1.832 -0.502 -3.866 0.998
C 1.670 0.833 -4.544 -1.757
O 1.951 -1.522 -4.493 -0.516
H -1.192 -5.414 1.911 0.391
H -0.451 -4.583 3.287 0.335
H -0.625 -6.365 3.254 0.155
H 1.154 -6.662 1.804 0.383
H 1.745 -5.136 2.491 0.254
H 2.619 -4.216 -0.787 0.513
H 2.705 -2.584 -0.063 0.532
H 2.214 -2.888 -2.574 0.340
H 0.693 -3.575 -2.097 0.615
H -0.127 -1.593 0.053 0.660
H 1.435 -0.853 0.244 0.516
H -1.100 0.247 -0.321 0.297
H 1.200 1.121 1.096 0.235
H 0.432 2.363 0.100 0.268
H -1.430 0.726 1.760 0.277
H -0.311 1.749 2.623 0.288
H -1.057 3.648 1.060 0.280
H -2.350 2.627 0.502 0.218
H -3.652 3.340 2.178 0.251
H -2.351 4.381 2.740 0.366
H -3.101 3.166 4.584 0.431
H -1.529 2.526 4.205 0.422
H -4.920 2.027 4.311 0.355
H -4.763 0.273 4.220 0.242
H -4.848 1.212 2.715 0.276
H -0.809 -3.042 -3.287 0.603
H -2.122 -2.016 -1.038 0.395
H -3.069 -1.104 -2.922 0.272
H -1.983 -0.881 -4.274 0.544
H -3.629 -2.219 -5.188 0.483
H -2.452 -3.449 -4.773 0.535
H -4.022 -3.154 -2.463 0.235
H -4.253 -4.472 -3.639 0.445
H -5.812 -2.957 -4.879 0.255
H -5.475 -1.687 -3.676 0.401
H 3.650 0.289 0.063 0.204
H 4.754 0.722 -1.263 0.512
H 3.195 1.543 -1.133 0.270
H 2.648 1.261 -4.767 0.327
H 1.180 1.515 -3.851 0.415
H 1.056 0.734 -5.433 0.421
C -5.730 -7.510 3.930 -1.374
C -4.766 -7.763 5.064 0.490
C -4.246 -6.516 5.749 -0.477
O -2.943 -6.921 6.183 -0.325
C -2.524 -7.917 5.365 0.667
O -1.417 -8.341 5.330 -0.536
O -3.543 -8.352 4.587 -0.349
H -5.200 -7.120 3.061 0.350
H -6.222 -8.433 3.626 0.346
H -6.499 -6.798 4.231 0.363
H -5.202 -8.452 5.793 0.239
H -4.849 -6.213 6.602 0.311
H -4.142 -5.674 5.061 0.299
C 5.249 7.518 1.161 -1.443
C 4.480 6.519 0.336 0.498
C 2.985 6.527 0.577 -0.375
O 2.628 5.160 0.319 -0.270
C 3.718 4.395 0.546 0.575
O 3.714 3.208 0.602 -0.479
O 4.818 5.166 0.698 -0.368
H 5.301 7.191 2.200 0.293
H 6.274 7.617 0.802 0.411
H 4.776 8.499 1.122 0.374
H 4.704 6.641 -0.727 0.227
H 2.446 7.190 -0.095 0.309
H 2.728 6.772 1.610 0.248
C 6.777 10.872 4.975 -1.364
C 5.385 10.426 5.352 0.489
C 5.317 9.112 6.102 -0.501
O 4.045 8.590 5.698 -0.326
C 3.743 9.121 4.492 0.655
O 2.854 8.753 3.795 -0.545
O 4.598 10.122 4.183 -0.330
H 7.165 10.260 4.160 0.326
H 6.774 11.906 4.633 0.348
H 7.449 10.797 5.830 0.368
H 4.865 11.214 5.903 0.262
H 5.348 9.233 7.182 0.317
H 6.098 8.413 5.794 0.304
C 5.435 -2.137 -5.177 -1.322
C 5.822 -0.748 -5.613 0.724
C 5.188 -0.292 -6.909 -0.352
O 6.173 0.605 -7.439 -0.359
C 7.378 0.244 -6.934 0.576
O 8.420 0.665 -7.314 -0.533
O 7.224 -0.661 -5.941 -0.396
H 5.922 -2.888 -5.800 0.444
H 5.739 -2.318 -4.147 0.250
H 4.353 -2.264 -5.235 0.283
H 5.627 -0.030 -4.811 0.179
H 4.244 0.228 -6.764 0.211
H 5.043 -1.114 -7.614 0.307
```

Summary:
HOMO ... -8.5 eV
Energy relative to the best compared isomer or geometry (same formula, charge and spin) ... 0.376 eV
LUMO energy ... 0.00491 Ha
Structure (SMILES) ... CCC(=O)OCC[C@](CNCCCCCOC)(O[C@@H](O)CCCCC(F)(F)C(F)(F)S(F)(F)(F)(F)F)N(C(C)=O)C(C)=O.C[C@@H]1COC(=O)O1.C[C@@H]1COC(=O)O1.C[C@@H]1COC(=O)O1.C[C@@H]1COC(=O)O1



No. 2
DFT (ωB97M-V/def2-TZVPD) results for a structure of composition C40H65N2O7PSi2Ti.

```
118
Properties=species:S:1:pos:R:3:mulliken_charge:R:1
Ti -0.311 -0.436 -0.448 -0.381
C -4.326 2.987 -1.538 -1.072
N -3.022 2.399 -1.844 0.916
C -2.392 2.880 -3.077 -1.277
C -2.472 1.462 -1.120 0.173
O -1.364 0.936 -1.431 -0.385
C -3.192 0.920 0.108 -1.537
O -2.341 -0.093 0.590 0.350
C -2.820 -1.030 1.529 -1.758
C -1.700 -2.060 1.609 0.241
O -0.746 -1.937 0.790 0.534
N -1.741 -3.012 2.502 0.534
C -0.649 -3.982 2.623 -1.029
C -2.873 -3.223 3.402 -1.009
H -5.088 2.569 -2.197 0.278
H -4.607 2.821 -0.503 0.482
H -4.266 4.060 -1.705 0.357
H -3.119 2.808 -3.886 0.431
H -2.102 3.922 -2.949 0.389
H -1.517 2.281 -3.305 0.344
H -3.318 1.705 0.858 0.289
H -4.173 0.520 -0.168 0.792
H -2.975 -0.551 2.500 0.664
H -3.748 -1.498 1.190 0.491
H -0.026 -3.950 1.737 0.107
H -0.060 -3.747 3.510 0.334
H -1.080 -4.975 2.727 0.435
H -3.507 -2.344 3.466 0.380
H -3.463 -4.067 3.046 0.299
H -2.490 -3.445 4.396 0.389
C 2.240 -5.886 -0.596 -0.754
C 2.066 -5.584 -1.940 -0.730
C 1.851 -4.270 -2.332 -0.384
C 1.788 -3.236 -1.393 0.288
C 1.984 -3.559 -0.047 -0.212
C 2.213 -4.869 0.349 -0.332
Si 1.558 -1.452 -1.933 1.631
C 3.190 -0.561 -1.965 1.049
C 3.788 -0.056 -0.810 0.150
C 5.040 0.535 -0.859 -0.714
C 5.712 0.635 -2.071 -0.664
C 5.131 0.140 -3.229 -0.849
C 3.877 -0.454 -3.176 -0.551
H 2.422 -6.908 -0.289 0.438
H 2.117 -6.369 -2.684 0.480
H 1.752 -4.047 -3.389 0.445
H 1.976 -2.773 0.703 0.304
H 2.389 -5.100 1.393 0.536
H 1.054 -1.464 -3.331 -0.535
H 3.265 -0.116 0.137 -0.322
H 5.498 0.921 0.044 0.449
H 6.690 1.096 -2.112 0.432
H 5.654 0.215 -4.174 0.425
H 3.432 -0.832 -4.090 0.356
C -3.302 -1.240 -2.779 -1.803
P -1.837 -2.113 -2.117 1.820
C -1.288 -2.968 -3.629 -1.277
C -2.548 -3.485 -1.152 0.143
C -3.885 -3.533 -0.767 -0.545
C -4.370 -4.609 -0.030 -0.755
C -3.522 -5.650 0.317 -0.779
C -2.186 -5.611 -0.068 -0.607
C -1.697 -4.533 -0.787 -0.074
H -3.884 -0.749 -2.000 0.318
H -3.951 -1.941 -3.306 0.634
H -2.960 -0.482 -3.486 0.398
H -2.129 -3.524 -4.045 0.537
H -0.480 -3.658 -3.400 0.291
H -0.928 -2.242 -4.356 0.441
H -4.577 -2.754 -1.068 0.386
H -5.417 -4.645 0.242 0.470
H -3.905 -6.502 0.864 0.450
H -1.524 -6.430 0.181 0.576
H -0.650 -4.515 -1.071 -0.245
C -2.107 4.519 1.177 -1.113
C -1.053 3.769 1.983 1.456
C 0.026 4.739 2.442 -1.302
C -1.704 3.062 3.164 -1.306
O -0.503 2.766 1.101 0.156
Si 0.934 2.032 0.842 -2.033
O 0.605 0.395 0.811 0.002
O 2.088 2.375 1.898 1.322
C 2.649 1.795 3.101 1.730
C 1.535 1.430 4.070 -1.304
C 3.450 0.560 2.718 -1.050
C 3.554 2.864 3.690 -1.667
O 1.367 2.258 -0.709 -0.049
C 1.994 3.369 -1.403 1.447
C 2.423 2.821 -2.753 -1.322
C 0.957 4.470 -1.573 -1.204
C 3.200 3.870 -0.624 -1.359
H -2.616 5.248 1.808 0.531
H -2.858 3.828 0.787 0.117
H -1.656 5.048 0.338 0.258
H -0.417 5.520 3.061 0.591
H 0.499 5.215 1.582 0.228
H 0.797 4.234 3.020 0.210
H -2.143 3.785 3.851 0.461
H -0.974 2.465 3.711 0.125
H -2.502 2.398 2.821 0.152
H 0.821 0.746 3.601 0.010
H 1.009 2.320 4.417 0.247
H 1.958 0.933 4.944 0.662
H 2.797 -0.215 2.311 -0.113
H 3.958 0.157 3.594 0.656
H 4.203 0.818 1.974 0.012
H 2.986 3.763 3.931 0.339
H 4.337 3.130 2.980 0.313
H 4.024 2.499 4.604 0.429
H 1.572 2.379 -3.275 0.175
H 3.189 2.056 -2.630 0.214
H 2.829 3.624 -3.369 0.450
H 0.115 4.094 -2.156 0.135
H 1.388 5.322 -2.098 0.549
H 0.590 4.807 -0.604 -0.065
H 3.907 3.057 -0.457 0.129
H 2.916 4.278 0.347 0.207
H 3.699 4.655 -1.192 0.501
```

Summary:
HOMO ... -13.0 eV
Net charge ... +2
Energy relative to the best compared isomer or geometry (same formula, charge and spin) ... 0.385 eV
LUMO energy ... -0.20002 Ha



No. 3
DFT (ωB97M-V/def2-TZVPD) results for a cluster of 9 separate species, C40H65N9 in total at a distorted geometry.

```
114
Properties=species:S:1:pos:R:3:mulliken_charge:R:1
C 1.932 4.199 7.631 -0.317
C 2.037 3.181 6.718 -0.497
C 3.323 2.609 6.931 -0.390
N 3.969 3.278 7.958 -0.018
C 3.079 4.230 8.379 -0.439
H 1.118 4.889 7.799 0.378
H 1.504 3.013 5.795 0.360
H 3.724 1.767 6.387 0.360
H 4.880 3.070 8.340 0.199
H 3.370 4.821 9.234 0.366
C 0.608 -5.651 -8.217 -0.263
C 0.138 -4.520 -7.587 -0.347
C -1.105 -4.730 -7.357 -0.474
N -1.551 -5.835 -7.894 -0.014
C -0.457 -6.355 -8.577 -0.560
H 1.640 -5.816 -8.488 0.368
H 0.771 -3.683 -7.331 0.367
H -1.791 -4.031 -6.901 0.353
H -2.516 -6.098 -8.037 0.226
H -0.518 -7.267 -9.152 0.343
C -7.688 -2.641 -7.175 -0.472
C -8.732 -3.602 -7.446 -0.343
C -9.771 -3.315 -6.649 -0.430
N -9.328 -2.330 -5.755 -0.033
C -8.035 -1.943 -6.061 -0.440
H -6.771 -2.613 -7.744 0.390
H -8.785 -4.319 -8.252 0.396
H -10.774 -3.711 -6.571 0.374
H -9.824 -1.818 -5.040 0.207
H -7.625 -1.103 -5.520 0.353
C -7.462 -8.539 -1.735 -0.358
C -6.076 -8.445 -1.618 -0.337
C -5.530 -7.718 -2.683 -0.460
N -6.578 -7.343 -3.482 -0.004
C -7.741 -7.884 -2.941 -0.510
H -8.095 -9.160 -1.118 0.371
H -5.531 -8.889 -0.798 0.362
H -4.565 -7.300 -2.927 0.348
H -6.329 -6.813 -4.305 0.216
H -8.687 -7.813 -3.458 0.371
C 0.694 -0.257 -0.290 -0.392
C -0.235 -0.866 -1.128 -0.365
C -0.869 0.119 -1.831 -0.423
N -0.405 1.374 -1.429 -0.031
C 0.434 1.114 -0.364 -0.464
H 1.322 -0.744 0.441 0.366
H -0.502 -1.913 -1.138 0.365
H -1.667 0.150 -2.558 0.358
H -0.812 2.253 -1.716 0.223
H 0.874 1.902 0.230 0.362
C -4.427 7.183 -2.510 -0.307
C -4.715 5.901 -3.027 -0.510
C -4.422 6.000 -4.488 -0.340
N -3.929 7.223 -4.714 -0.018
C -3.960 8.016 -3.544 -0.530
H -4.492 7.466 -1.470 0.385
H -5.036 5.005 -2.516 0.368
H -4.441 5.293 -5.305 0.368
H -3.493 7.462 -5.593 0.220
H -3.712 9.065 -3.623 0.365
C 9.056 -0.238 -1.238 -0.371
C 10.032 0.665 -1.628 -0.364
C 9.494 1.916 -1.489 -0.291
N 8.231 1.809 -1.027 0.000
C 7.922 0.461 -0.866 -0.653
H 9.251 -1.294 -1.356 0.374
H 11.028 0.603 -2.041 0.371
H 9.960 2.883 -1.608 0.363
H 7.699 2.629 -0.771 0.203
H 6.986 0.167 -0.414 0.368
C 6.780 7.812 -2.142 -1.236
C 6.616 8.712 -0.861 -0.344
N 7.291 8.181 0.329 0.131
C 8.745 8.637 0.492 -0.570
C 8.787 10.148 0.793 -1.026
C 6.571 8.286 1.663 -0.489
C 5.251 7.436 1.881 -1.284
H 6.323 6.826 -2.054 0.270
H 7.819 7.615 -2.407 0.294
H 6.392 8.441 -2.943 0.389
H 6.924 9.725 -1.118 0.187
H 5.537 8.756 -0.710 0.350
H 9.342 8.174 1.277 0.374
H 9.280 8.508 -0.449 0.264
H 9.809 10.521 0.859 0.394
H 8.221 10.842 0.171 0.287
H 8.459 10.227 1.829 0.266
H 6.288 9.323 1.846 0.335
H 7.161 7.931 2.508 0.371
H 4.983 7.381 2.936 0.415
H 5.347 6.378 1.637 0.316
H 4.413 7.942 1.400 0.308
C -3.625 -8.668 6.141 -0.943
C -3.092 -7.779 7.353 -0.869
N -2.979 -6.345 7.068 0.052
C -4.327 -5.785 6.733 -0.450
C -5.408 -5.911 7.736 -1.197
C -1.941 -6.060 6.117 -0.505
C -1.287 -4.693 6.387 -1.263
H -3.539 -9.737 6.337 0.400
H -3.157 -8.311 5.223 0.270
H -4.696 -8.541 5.985 0.252
H -3.729 -8.012 8.207 0.388
H -2.146 -8.085 7.801 0.472
H -4.192 -4.754 6.406 0.382
H -4.703 -6.259 5.827 0.354
H -6.360 -5.675 7.261 0.355
H -5.465 -6.958 8.032 0.266
H -5.144 -5.279 8.584 0.312
H -2.251 -6.236 5.087 0.300
H -1.136 -6.776 6.283 0.394
H -0.490 -4.562 5.654 0.416
H -0.822 -4.634 7.371 0.295
H -1.942 -3.861 6.131 0.317
```

Summary:
HOMO ... -8.1 eV
Energy relative to the best compared isomer or geometry (same formula, charge and spin) ... 0.000 eV
LUMO energy ... 0.01156 Ha
Structure (SMILES) ... c1cc[nH]c1.c1cc[nH]c1.c1cc[nH]c1.c1cc[nH]c1.c1cc[nH]c1.c1cc[nH]c1.c1cc[nH]c1.CCN(CC)CC.CCN(CC)CC



Which of these has the highest HOMO?
C40H65N9



Which of these has the lowest HOMO?
C40H65N2O7PSi2Ti



energy relative to the best compared isomer or geometry (same formula, charge and spin) of number 3 (C40H65N9)?
0.000 eV



The lowest energy relative to the best compared isomer or geometry (same formula, charge and spin) belongs to which entry?
C40H65N9